*one*
Below is a 2-piece molecular cluster, C4H13NOP overall, with properties calculated with ωB97M-V/def2-TZVPD.

```
! RIJCOSX wB97M-V def2-TZVPD def2/J DEFGRID3
* xyz 1 1
H 2.44054 -0.15122 -0.75293
H 1.34330 1.20468 -1.36198
H -1.87088 0.20341 -1.71935
H -2.38218 -1.04094 0.44850
H 1.40287 -0.43950 1.03502
P 0.77549 -1.72707 -1.37475
H -0.14594 -2.29688 -2.22706
C 1.78740 0.76929 -0.45304
H -0.67969 1.67050 0.37590
H 2.52793 1.55208 -0.06923
N 0.68025 0.16156 0.39283
H 0.75654 1.95197 1.50210
H -0.87683 -1.56802 1.41788
O -1.37723 0.79349 -1.11595
H -0.66682 0.92538 1.88994
H -1.45118 -2.44141 -0.02776
H 1.08267 -0.87826 -2.36503
C -0.24615 -0.70201 -0.35634
C 0.03135 1.26832 1.15985
C -1.28572 -1.45496 0.43082
*
```

Computed properties:
**E_HOMO (spin up / spin down)**: -0.52603 / -0.52608 hartree

These are the Mulliken partial charges, in e, on atoms 1 to 5: atom 1 (H): 0.3805, atom 2 (H): 0.3942, atom 3 (H): 0.2963, atom 4 (H): 0.3008, atom 5 (H): 0.5008

*two*
Below is a 2-piece molecular cluster, C4H13NOP overall, with properties calculated with ωB97M-V/def2-TZVPD.

```
! RIJCOSX wB97M-V def2-TZVPD def2/J DEFGRID3
* xyz 1 1
C 0.70733 0.10845 -0.32647
H 1.68641 -1.81618 1.53290
H 0.93560 0.33562 -2.40375
H -1.81574 2.22714 0.67528
N -0.54532 0.48896 0.37697
H -1.63203 -1.38449 0.34920
H -1.76014 -0.57620 -1.07911
C -0.84382 1.97510 0.13175
H 2.34162 2.08291 -0.24582
H -0.95641 2.18132 -0.98312
P 2.34648 0.71681 0.21144
H -0.15536 0.48659 1.37728
H -0.18332 2.65275 0.45624
H 2.82309 0.16925 -0.99247
C -1.65967 -0.28375 0.05306
C 1.06438 -1.93899 0.64048
O 0.43369 0.02949 -1.61860
H 1.45509 -2.35973 -0.22041
H -2.56302 0.15355 0.48927
H 0.07191 -1.96638 0.83002
*
```

Computed properties:
**E_HOMO**: -0.46742 hartree

These are the Mulliken partial charges, in e, on atoms 1 to 5: atom 1 (C): -0.1459, atom 2 (H): 0.3987, atom 3 (H): 0.3800, atom 4 (H): 0.3615, atom 5 (N): -0.0009

Which of them is most stable? Easy: *one*.

*one*
Below is a 2-piece molecular cluster, C3H10N3O overall, with properties calculated with ωB97M-V/def2-TZVPD.

```
! RIJCOSX wB97M-V def2-TZVPD def2/J DEFGRID3
* xyz -1 1
N 0.61457 1.99003 -1.59632
H 1.56117 1.64309 -1.64989
C 0.15806 -1.72912 0.10995
H 0.30408 -0.68854 -0.20572
C 0.29903 2.23155 -0.15538
H 1.17708 -3.43547 0.38852
H 0.57607 2.83073 -2.16130
O 0.78283 1.23842 0.60378
H -0.80481 2.42001 -0.15487
N 1.16939 -2.61217 -0.19577
N -0.89209 -2.06087 0.74023
H 2.06814 -2.18243 -0.24939
H -1.88360 -0.84705 2.10945
C -1.76264 -0.92577 1.03192
H -2.75244 -1.08228 0.59028
H 0.74595 3.20964 0.18032
H -1.36080 0.00022 0.61421
*
```

Computed properties:
**E_HOMO**: -0.09807 hartree

These are the Mulliken partial charges, in e, on atoms 1 to 5: atom 1 (N): -0.5941, atom 2 (H): 0.1905, atom 3 (C): 0.3251, atom 4 (H): 0.1358, atom 5 (C): -0.4073

*two*
Below is C3H10N3O as an isolated structure, with properties calculated with ωB97M-V/def2-TZVPD.

```
! RIJCOSX wB97M-V def2-TZVPD def2/J DEFGRID3
* xyz -1 1
H 2.70190 2.15323 -1.24330
O 0.43773 1.87847 0.31430
H -0.87806 -2.99358 1.55809
N -1.55070 -2.82889 0.82450
H -0.42697 -2.17966 -0.90129
H 1.60620 0.42049 -0.49787
N -1.30529 0.50839 -0.84805
C -1.12156 -1.83459 -0.14104
H -0.43170 1.21791 -0.28147
H -2.34360 -0.41663 0.72869
H -2.12368 1.07016 -1.02651
N 2.73867 2.14712 -0.23481
H 1.94606 0.83084 1.20599
C -1.62702 -0.59785 -0.08975
H 2.46051 3.07927 0.04286
C 1.65996 1.25022 0.22954
H -1.74245 -3.70490 0.36012
*
```

Computed properties:
**E_HOMO**: -0.11065 hartree

These are the Mulliken partial charges, in e, on atoms 1 to 5: atom 1 (H): 0.2726, atom 2 (O): -0.7628, atom 3 (H): 0.1901, atom 4 (N): -0.6159, atom 5 (H): 0.3186

Which of them is most stable? Easy: *one*.

*one*
Below is an isolated molecule of C9H10N2O2, with properties calculated with ωB97M-V/def2-TZVPD.

```
! RIJCOSX wB97M-V def2-TZVPD def2/J DEFGRID3
* xyz 0 1
C 1.79439 0.12292 -0.62814
H -4.64020 1.88670 1.32085
H -2.15390 1.78932 0.74256
C -0.87599 0.61509 -0.93866
H -2.58354 -0.34579 -1.23857
N 2.18921 1.39762 -0.17399
C -2.33402 0.78865 -1.05908
C 3.26911 -2.21010 0.03120
C 3.19111 -0.80608 -0.28092
O 4.05100 2.44040 0.69849
C -4.19252 1.35805 0.55352
H -2.56874 1.62786 -1.81522
H 3.11887 -2.59472 1.02590
O 2.76069 -0.39502 -1.56613
C -2.89863 1.28416 0.22534
H 4.24942 -2.50454 -0.47374
N 4.00851 0.14085 0.38010
H 2.44837 -2.55700 -0.56083
H 1.56361 2.11909 0.12082
C 0.24768 0.16751 -0.89954
H 5.02315 0.02861 0.55221
C 3.47983 1.47231 0.26930
H -5.03426 0.87662 -0.01150
*
```

Computed properties:
**SMILES**: C=CCC#C[C@@]12NC(=O)N[C@]1(C)O2
**E_HOMO**: -0.31874 hartree

These are the Mulliken partial charges, in e, on atoms 1 to 5: atom 1 (C): 0.5331, atom 2 (H): 0.3077, atom 3 (H): 0.3045, atom 4 (C): 0.3029, atom 5 (H): 0.2545

*two*
Below is a 2-piece molecular cluster, C9H10N2O2 overall, with properties calculated with ωB97M-V/def2-TZVPD.

```
! RIJCOSX wB97M-V def2-TZVPD def2/J DEFGRID3
* xyz 0 1
N -1.77462 -0.20430 -2.10201
C 2.75135 1.06460 0.25269
H -2.67072 0.26603 -2.14372
H -0.38921 2.36272 -0.07389
C 0.45872 -1.97916 0.51107
C 0.47266 1.76360 0.03745
H 0.68138 -2.61458 -0.35248
O -3.42456 -0.19086 0.51866
C -1.05343 -1.75499 0.49922
O -2.42309 1.68904 0.21013
H 0.77261 -2.32066 1.39868
H -1.03219 0.46369 -2.25316
H 1.98600 3.08249 0.16784
H -1.50542 -2.19521 -0.32123
H 3.21553 -0.91024 0.34265
H -1.32602 -1.83395 1.55182
C 1.77597 2.09343 0.23517
C 0.04051 0.42731 0.15109
C -1.17765 -0.22935 0.22510
C 2.36135 -0.28735 0.29184
C 0.99021 -0.60827 0.29471
N -2.44494 0.47908 0.28952
H 3.71556 1.43694 0.26883
*
```

Computed properties:
**E_HOMO (spin up / spin down)**: -0.29347 / -0.35992 hartree

These are the Mulliken partial charges, in e, on atoms 1 to 5: atom 1 (N): -0.5482, atom 2 (C): -0.4477, atom 3 (H): 0.2515, atom 4 (H): 0.6093, atom 5 (C): -0.8963

Which of them is most stable? Easy: *one*.

*one*
Below is C3H7N3O as an isolated structure, with properties calculated with ωB97M-V/def2-TZVPD.

```
! RIJCOSX wB97M-V def2-TZVPD def2/J DEFGRID3
* xyz 2 1
H 0.35993 -2.35425 -0.01820
N -2.04037 -0.47074 1.10564
N -0.08036 0.74892 0.44634
C -0.92410 -0.27761 0.52785
H -2.50856 0.22699 1.69352
H -0.19049 1.62725 0.95224
C 1.00940 0.55793 -0.40271
H -0.58643 -1.74549 -1.46811
C 0.03601 -1.49573 -0.61092
O 1.06770 -0.62000 -0.92692
H 2.64405 1.26504 -1.32882
N 1.88103 1.47542 -0.67970
H 1.87389 2.41884 -0.30131
H -2.54168 -1.35654 1.01109
*
```

Computed properties:
**E_HOMO**: -0.78145 hartree

These are the Mulliken partial charges, in e, on atoms 1 to 5: atom 1 (H): 0.3768, atom 2 (N): -0.2225, atom 3 (N): -0.0767, atom 4 (C): 0.3634, atom 5 (H): 0.2830

*two*
Below is an isolated ion of composition C3H7N3O and charge +2, with properties calculated with ωB97M-V/def2-TZVPD.

```
! RIJCOSX wB97M-V def2-TZVPD def2/J DEFGRID3
* xyz 2 1
C 3.04330 -0.35607 0.11087
H 3.82769 -0.74839 0.88612
H -2.53674 1.37549 -0.96675
O -3.03180 -0.54710 0.43019
H -3.51437 -1.41323 0.48950
C 1.65849 -0.60334 0.28163
H 3.58004 -0.80914 -0.76773
N -1.78197 -0.24170 0.06592
C -1.64086 1.05755 -0.41311
N -0.69958 -0.92347 0.34719
H -1.95321 1.86444 0.38647
H -0.72850 1.17128 -1.10165
N 0.46911 -0.58735 0.26988
H 3.30841 0.76104 -0.01853
*
```

Computed properties:
**SMILES**: CC#[N+]/N=[N+](\C)O
**E_HOMO**: -0.76815 hartree

These are the Mulliken partial charges, in e, on atoms 1 to 5: atom 1 (C): -0.9153, atom 2 (H): 0.3703, atom 3 (H): 0.3399, atom 4 (O): -0.3469, atom 5 (H): 0.4482

Which of them is most stable? Easy: *one*.

*one*
Below is an isolated molecule of C3H6INO, with properties calculated with ωB97M-V/def2-TZVPD.

```
! RIJCOSX wB97M-V def2-TZVPD def2/J DEFGRID3
* xyz 0 1
H -0.76813 -0.56173 -1.36968
C -0.02879 -0.82027 -0.69631
I 0.85049 -2.26832 1.86235
C 0.75229 0.61886 -0.28609
H -1.50594 -1.49171 0.66871
H 1.41943 0.63639 -1.19929
N -0.80096 1.86162 0.86150
C -0.51751 -1.52079 0.44174
H 1.31921 0.67879 0.61748
H -1.41102 2.59443 0.62447
H 0.78090 -1.45050 -1.21774
O -0.08998 1.72323 -0.30714
*
```

Computed properties:
**E_HOMO (spin up / spin down)**: -0.28668 / -0.33738 hartree

These are the Mulliken partial charges, in e, on atoms 1 to 5: atom 1 (H): 0.3629, atom 2 (C): -0.7054, atom 3 (I): 0.0305, atom 4 (C): -0.1043, atom 5 (H): 0.5385

*two*
Below is a 2-piece molecular cluster, C3H6INO overall, with properties calculated with ωB97M-V/def2-TZVPD.

```
! RIJCOSX wB97M-V def2-TZVPD def2/J DEFGRID3
* xyz 0 1
H 1.31276 -2.16144 -1.75582
H 1.54872 1.11540 2.04517
H -0.32055 1.33348 -0.57694
H -0.82048 -0.26693 -1.50424
C 1.24211 -1.33355 0.13005
H 0.07340 -2.88820 -0.69168
N 1.21474 0.78409 1.04756
H -1.72788 1.29854 -1.69805
C 1.00555 -2.31565 -0.70441
C -1.14799 0.61904 -1.00108
O 1.63721 -0.53928 0.99054
I -2.69986 -0.02435 0.41110
*
```

Computed properties:
**E_HOMO (spin up / spin down)**: -0.30326 / -0.30306 hartree

These are the Mulliken partial charges, in e, on atoms 1 to 5: atom 1 (H): 0.2708, atom 2 (H): 0.1503, atom 3 (H): 0.2948, atom 4 (H): 0.2176, atom 5 (C): 0.6906

Which of them is most stable? Easy: *one*.

*one*
Below is an isolated molecule of C3H6INO, with properties calculated with ωB97M-V/def2-TZVPD.

```
! RIJCOSX wB97M-V def2-TZVPD def2/J DEFGRID3
* xyz 0 1
C -0.76238 -0.73130 -0.01207
H 1.10877 -1.85471 -0.42408
H 1.17865 -0.73996 0.99779
C 0.83026 -0.87667 -0.02981
H -1.49788 1.28556 -0.54633
O 1.35525 0.08375 -0.85921
H -1.12546 -1.06059 -0.98627
N 1.24572 1.31192 -0.27304
C -1.17021 0.63634 0.24187
I -1.37326 1.38082 2.16453
H 1.29648 1.98657 -1.03823
H -1.08593 -1.42173 0.76486
*
```

Computed properties:
**E_HOMO (spin up / spin down)**: -0.28709 / -0.32381 hartree

These are the Mulliken partial charges, in e, on atoms 1 to 5: atom 1 (C): -0.5934, atom 2 (H): 0.3237, atom 3 (H): 0.3105, atom 4 (C): -0.2934, atom 5 (H): 0.4740

*two*
Below is a 2-piece molecular cluster, C3H6INO overall, with properties calculated with ωB97M-V/def2-TZVPD.

```
! RIJCOSX wB97M-V def2-TZVPD def2/J DEFGRID3
* xyz 0 1
N 0.59338 -1.25913 0.91236
C 1.29771 -0.37952 0.21401
C -0.88251 0.44144 -0.92347
O -0.02014 -1.02327 1.98064
H 1.74551 0.61124 0.58705
H -1.11426 2.18541 0.16265
H -1.73125 0.65333 0.98792
H 0.71046 -2.22532 0.57178
H 1.89933 -0.80018 -0.50374
C -1.34891 1.19249 0.03901
I 0.04525 1.23131 -2.76421
H -1.19458 -0.62780 -1.26400
*
```

Computed properties:
**SMILES**: C=[NH+][O-].C=CI
**E_HOMO (spin up / spin down)**: -0.32581 / -0.32585 hartree

These are the Mulliken partial charges, in e, on atoms 1 to 5: atom 1 (N): 0.1993, atom 2 (C): -0.5208, atom 3 (C): -0.5905, atom 4 (O): -0.5696, atom 5 (H): 0.2786

Which of them is most stable? Easy: *one*.

*one*
Below is a 2-piece molecular cluster, C2H5IS overall, with properties calculated with ωB97M-V/def2-TZVPD.

```
! RIJCOSX wB97M-V def2-TZVPD def2/J DEFGRID3
* xyz 0 1
H 1.57679 1.74678 0.11125
C -0.34555 -0.12076 0.12206
C 0.62357 -0.30648 -0.82024
H -0.43882 0.92168 0.26376
S 1.96935 0.85076 -0.83005
H -1.34727 -0.58601 -0.06199
H 0.96905 -1.22406 -1.31744
H -0.10713 -0.62804 1.10679
I -1.25628 0.25787 -3.41243
*
```

Computed properties:
**E_HOMO (spin up / spin down)**: -0.31971 / -0.29194 hartree

These are the Mulliken partial charges, in e, on atoms 1 to 5: atom 1 (H): 0.1444, atom 2 (C): -0.9406, atom 3 (C): -0.1390, atom 4 (H): 0.3749, atom 5 (S): -0.1132

*two*
Below is an isolated molecule of C2H5IS, with properties calculated with ωB97M-V/def2-TZVPD.

```
! RIJCOSX wB97M-V def2-TZVPD def2/J DEFGRID3
* xyz 0 1
H -0.74738 -1.30829 -0.55731
H -1.71085 -0.00817 0.31207
I -0.68071 1.17708 -2.72037
C -0.64232 -0.26853 0.03090
H -0.07045 1.92966 -0.08788
C -0.00981 1.01690 -0.74333
H 1.10282 0.89955 -0.83226
H -0.74050 0.31941 2.38482
S 0.17133 -0.45815 1.68089
*
```

Computed properties:
**SMILES**: SCCI
**E_HOMO**: -0.34349 hartree

These are the Mulliken partial charges, in e, on atoms 1 to 5: atom 1 (H): 0.3299, atom 2 (H): 0.2975, atom 3 (I): 0.0304, atom 4 (C): -0.5865, atom 5 (H): 0.3679

Which of them is most stable? Easy: *two*.

*one*
Below is a 2-piece molecular cluster, C4H9NO2 overall, with properties calculated with ωB97M-V/def2-TZVPD.

```
! RIJCOSX wB97M-V def2-TZVPD def2/J DEFGRID3
* xyz -2 1
H -0.22551 2.33954 -0.03195
O 0.84415 2.27464 1.71766
H 1.51228 2.03031 -0.16431
C 0.21179 -0.55688 -0.80087
H -0.74445 0.28337 0.90905
H 0.82791 0.15183 -2.62219
C -0.96462 -1.55791 -0.48259
C 0.60984 1.80564 0.42343
H -1.80238 -0.91207 -0.15897
H -1.29477 0.40570 1.53689
H -1.27126 -2.06926 -1.41017
O -0.84501 -2.47499 0.55976
N -0.03325 0.08495 -2.08283
H 1.07741 -1.22806 -0.89301
H 0.93870 -0.20435 1.18871
C 0.36434 0.31483 0.41805
*
```

Computed properties:
**E_HOMO**: 0.05722 hartree

These are the Mulliken partial charges, in e, on atoms 1 to 5: atom 1 (H): 0.2486, atom 2 (O): -0.9026, atom 3 (H): 0.2240, atom 4 (C): 0.9798, atom 5 (H): -0.7223

*two*
Below is C4H9NO2 as an isolated structure, with properties calculated with ωB97M-V/def2-TZVPD.

```
! RIJCOSX wB97M-V def2-TZVPD def2/J DEFGRID3
* xyz -2 1
H -0.37834 -0.78498 1.88506
O 1.52942 0.71598 -1.70371
C 0.08508 0.89544 0.48143
N -0.54212 2.06995 1.25629
H 0.01055 2.85908 0.91823
H 0.32039 2.32055 -1.26475
H 0.95351 -1.70679 0.18235
H -0.30348 -1.54884 -1.02700
O -0.65727 -2.92465 0.45401
H -1.03807 1.55718 0.35376
C -0.15649 -1.70947 0.05584
C -0.59096 -0.45773 0.85696
H 1.12093 0.66299 0.76365
H -0.46907 0.62938 -1.62982
C 0.40687 1.19614 -1.24359
H -1.67526 -0.24331 0.81343
*
```

Computed properties:
**E_HOMO**: 0.04464 hartree

These are the Mulliken partial charges, in e, on atoms 1 to 5: atom 1 (H): 0.1032, atom 2 (O): -0.8189, atom 3 (C): -0.2338, atom 4 (N): -0.8788, atom 5 (H): 0.3256

Which of them is most stable? Easy: *two*.